ORCA calculation (ωB97M-V/def2-TZVPD) on C4H4N2O2 in the gas phase in a non-equilibrium geometry.

Positions of all 12 atoms, in Å:
N1 -1.47 -1.72 -1.08
C1 -0.97 -0.73 -0.74
C2 -0.36 0.41 -0.24
C3 -0.93 1.61 0.12
N2 -0.14 2.63 0.61
O1 1.08 0.46 0.24
C4 1.50 -1.23 0.10
O2 0.82 -2.13 0.55
H1 -2.09 1.75 0.13
H2 -0.60 3.57 0.74
H3 0.95 2.44 1.06
H4 2.49 -1.14 -0.37

Output
Spin multiplicity = 1
ΔE to the lowest compared entry with this formula, charge and spin = 449.08 kJ/mol
Lowest unoccupied orbital energy = 0.2 eV
Highest occupied orbital energy = -0.3014 Ha
Structure (SMILES) = N#C/C(=C/N)OC=O
Frontier orbital gap = 0.308 Eh

***

ORCA calculation (ωB97M-V/def2-TZVPD) on C4H4N2O2 in the gas phase in a non-equilibrium geometry.

Positions of all 12 atoms, in Å:
N1 -3.72 -0.93 -0.18
C1 -2.68 -0.51 0.11
C2 -1.39 -0.02 0.31
C3 -0.82 1.03 -0.27
O1 0.40 1.50 -0.03
C4 1.46 0.63 0.14
N2 1.43 -0.56 -0.32
O2 2.57 -1.33 0.01
H1 -0.79 -0.57 1.01
H2 -1.35 1.76 -0.85
H3 2.38 1.11 0.58
H4 2.48 -2.11 -0.50

Output
Spin multiplicity = 1
ΔE to the lowest compared entry with this formula, charge and spin = 394.40 kJ/mol
Lowest unoccupied orbital energy = 0.3 eV
Highest occupied orbital energy = -0.3484 Ha
Structure (SMILES) = N#C/C=C/O/C=N/O
Frontier orbital gap = 0.360 Eh

***

ORCA calculation (ωB97M-V/def2-TZVPD) on C4H4N2O2 in the gas phase in a non-equilibrium geometry.

Positions of all 12 atoms, in Å:
O1 2.28 -1.92 0.72
C1 1.40 -1.27 0.13
C2 1.00 0.10 0.54
C3 -0.29 0.70 -0.08
C4 -1.60 0.29 0.18
O2 -2.36 0.54 -0.84
N1 -1.56 1.44 -1.75
N2 -0.37 1.38 -1.25
H1 0.74 -1.65 -0.62
H2 1.94 0.72 0.43
H3 0.78 0.04 1.60
H4 -1.96 -0.38 0.95

Output
Spin multiplicity = 1
ΔE to the lowest compared entry with this formula, charge and spin = 361.47 kJ/mol
Lowest unoccupied orbital energy = -0.1 eV
Highest occupied orbital energy = -0.3733 Ha
Structure (SMILES) = O=CCc1conn1
Frontier orbital gap = 0.371 Eh